A cluster of 7 separate species, C12H38N4O12 in total at a distorted geometry. Source: the OMol25 dataset; level of theory: ωB97M-V/def2-TZVPD.

DFT total energy = -1601.910320 Ha
energy relative to the best compared isomer or geometry (same formula, charge and spin) = 6.5 kcal per mole
Kohn-Sham gap = 10.1 eV
HOMO = -0.36185 Eh
E_LUMO = 0.23 eV
total charge = 0
SMILES = NC(N)=O.NC(N)=O.OCCO.OCCO.OCCO.OCCO.OCCO

The geometry in XYZ format:
```
66
Properties=species:S:1:pos:R:3:forces:R:3:nbo_charge:R:1
N -0.7661 -2.5268 3.6775 -0.41 0.62 0.51 -0.888
C 0.1416 -1.4829 4.0258 -1.19 -1.37 -0.25 0.777
N -0.1501 -0.2973 3.4343 0.10 -1.07 0.27 -0.847
O 1.0880 -1.6615 4.7654 0.25 0.16 -0.06 -0.662
H -1.7403 -2.1952 3.6861 0.49 -0.18 -0.41 0.402
H -0.7264 -3.3167 4.3193 0.46 0.30 -0.20 0.390
H 0.4343 0.4010 3.8083 0.29 1.32 -0.21 0.404
H -0.8659 -0.1611 2.7395 0.09 0.29 0.23 0.418
N 0.4334 -1.9014 0.3247 0.51 -1.84 0.91 -0.821
C -0.2518 -0.8820 -0.1514 0.14 0.10 -0.62 0.780
N 0.3877 -0.0122 -0.9403 1.11 -0.28 -0.64 -0.852
O -1.4570 -0.7238 0.0574 -1.59 0.13 0.97 -0.779
H 1.4331 -1.8798 0.3049 0.46 0.30 0.00 0.420
H 0.0276 -2.5068 1.0301 -0.19 0.30 -0.21 0.418
H -0.2426 0.7113 -1.2732 0.56 0.42 -0.51 0.439
H 1.2664 -0.3042 -1.3930 -0.89 0.72 0.51 0.401
O 2.2215 3.1164 -1.1297 0.95 -1.24 1.17 -0.714
C 3.3376 3.0555 -2.0168 -0.01 1.62 -0.01 -0.097
C 3.6858 1.6845 -2.5042 1.34 -1.21 1.79 -0.095
O 4.1341 0.9365 -1.3074 -0.18 0.07 -0.67 -0.772
H 2.5231 2.6727 -0.2878 -0.62 0.55 -1.23 0.476
H 3.0280 3.6499 -2.8586 -0.09 0.36 -0.54 0.189
H 4.1904 3.6234 -1.5476 -0.38 -0.89 -0.49 0.170
H 4.5281 1.5661 -3.2001 -0.42 0.78 -0.18 0.190
H 2.8521 1.1321 -2.9038 -0.50 0.04 -0.07 0.191
H 5.0694 1.1410 -1.2140 0.02 -0.08 0.24 0.481
O 5.6192 0.3454 1.8924 0.74 1.44 -1.75 -0.734
C 4.4565 -0.0167 2.5469 0.63 1.44 2.33 -0.101
C 3.7089 -1.0464 1.8457 -1.87 -1.60 -0.32 -0.104
O 2.9856 -0.5897 0.7210 -0.27 0.57 -0.36 -0.772
H 6.3297 -0.2198 2.1262 0.89 -0.83 0.29 0.469
H 4.7558 -0.3627 3.5482 -0.48 -0.18 -0.01 0.175
H 3.9538 0.9584 2.7161 -0.47 -0.82 -0.22 0.187
H 2.9562 -1.5007 2.5578 0.79 0.27 -0.80 0.205
H 4.3862 -1.8017 1.4291 0.21 -0.27 0.77 0.166
H 3.5831 -0.1060 0.1199 -0.26 -0.11 0.08 0.504
O -1.3773 2.1836 -1.4104 -0.50 0.53 1.37 -0.740
C -1.2002 3.2482 -0.3989 -1.54 0.61 -1.80 -0.101
C -0.8574 2.6361 0.9187 1.78 0.08 -0.26 -0.100
O -1.7102 1.6483 1.4017 -0.28 -0.76 -0.33 -0.754
H -2.1243 1.6743 -1.0202 0.52 0.26 -0.67 0.478
H -0.4477 3.9641 -0.7465 0.41 -0.68 0.06 0.204
H -2.1154 3.8971 -0.4548 0.31 -0.85 0.57 0.171
H -0.7619 3.3912 1.6675 -0.16 0.73 0.59 0.183
H 0.1860 2.2756 0.7631 -0.48 -0.28 0.28 0.159
H -1.5475 0.8151 0.8958 -0.37 0.42 0.15 0.492
O -3.3617 -1.9791 2.2426 -0.07 0.53 -0.84 -0.761
C -4.6183 -1.6700 1.6213 -0.43 0.75 -0.13 -0.086
C -5.4342 -2.9491 1.4935 0.70 -0.52 0.02 -0.079
O -6.7300 -2.7454 0.9858 -0.43 -0.41 1.42 -0.711
H -2.6813 -1.5855 1.6660 -0.09 -0.28 0.09 0.501
H -5.1788 -0.9403 2.2647 0.40 -0.57 -0.53 0.171
H -4.5022 -1.1906 0.6062 0.18 -0.42 0.92 0.163
H -5.4975 -3.3773 2.4972 -0.37 0.01 -0.08 0.179
H -4.9099 -3.7121 0.8874 0.09 0.42 0.11 0.156
H -6.6829 -2.3137 0.1547 0.16 0.57 -1.20 0.462
O -2.9072 0.8667 -4.5824 -0.01 -0.58 0.04 -0.712
C -1.7411 0.3604 -5.1985 0.75 -0.52 -0.56 -0.075
C -0.9146 -0.6004 -4.2693 0.41 1.63 -1.42 -0.085
O -1.7011 -1.6743 -3.9092 -1.41 -0.61 -1.23 -0.732
H -3.2883 0.1566 -4.0468 0.03 0.03 -0.21 0.472
H -1.8995 -0.1639 -6.1895 -0.45 0.21 1.04 0.153
H -1.1819 1.2608 -5.4978 0.28 -0.39 0.43 0.179
H -0.5940 -0.0447 -3.4111 0.17 0.42 0.59 0.167
H -0.0071 -0.9111 -4.8250 -0.31 0.01 0.11 0.150
H -1.5295 -2.0194 -3.0546 0.49 -0.18 1.19 0.484
```
Forces are in eV/Å.

A structure of composition C12H39B2CsLiNO3 at a distorted geometry. Source: the OMol25 dataset; level of theory: ωB97M-V/def2-TZVPD.

DFT total energy = -838.347113 Ha
energy relative to the best compared isomer or geometry (same formula, charge and spin) = 0.0 kcal per mole
Kohn-Sham gap = 7.9 eV
HOMO = -0.32060 Eh
E_LUMO = -0.83 eV
total charge = 0

The geometry in XYZ format:
```
59
Properties=species:S:1:pos:R:3:forces:R:3:nbo_charge:R:1
Cs -3.5641 -1.5324 3.9323 0.34 0.11 -0.43 0.994
Li 0.6489 -0.6174 2.0374 0.12 -0.22 0.30 0.884
B -1.2048 -1.3565 1.2847 -0.68 0.11 0.35 -0.927
H -0.4690 -2.1783 1.5267 1.31 -1.76 0.62 0.015
H -0.6831 -0.6336 0.5880 0.73 1.45 -1.49 -0.005
H -2.1656 -1.7769 0.8252 -1.39 -0.76 -0.71 0.001
H -1.4225 -0.7810 2.2477 -0.47 1.03 1.66 -0.034
B 1.3515 -1.1366 4.1064 0.37 -0.31 1.32 -0.768
H 1.0254 -2.0533 4.7370 -0.54 -1.22 0.72 -0.014
H 0.4385 -0.4879 3.9134 -1.91 1.50 -0.49 -0.084
H 2.1461 -0.5514 4.7125 0.97 0.90 0.66 -0.013
H 1.8207 -1.5177 3.1495 1.01 -0.81 -2.26 -0.071
C 1.0574 2.3972 2.7587 0.14 -0.53 -0.20 -0.624
C 2.1826 1.6052 2.1015 0.36 0.30 0.60 -0.240
N 1.7935 0.7041 0.9996 0.43 0.64 1.04 -0.503
C 1.0013 1.3714 -0.0306 0.02 -1.08 -1.05 -0.239
C 1.7029 2.4268 -0.8735 0.20 0.59 0.35 -0.644
C 3.0406 0.0740 0.5353 -0.25 -0.57 -0.28 -0.230
C 2.8024 -1.0362 -0.4824 -0.41 0.32 -0.11 -0.609
H 0.8127 3.2763 2.1634 -0.23 0.05 0.17 0.199
H 1.3928 2.6719 3.7576 -0.02 0.28 -0.07 0.230
H 0.1819 1.7622 2.9106 -0.13 0.13 -0.10 0.209
H 2.9689 2.3203 1.8171 -0.06 0.00 -0.44 0.169
H 2.6751 1.0058 2.8695 -0.24 -0.28 -0.05 0.235
H 0.7077 0.5519 -0.6938 -0.06 0.15 -0.20 0.209
H 0.0353 1.6708 0.3781 0.25 0.45 0.24 0.211
H 1.0297 2.8786 -1.6032 -0.11 -0.15 0.00 0.218
H 2.0921 3.2519 -0.2697 -0.08 -0.01 0.09 0.206
H 2.5645 2.0340 -1.4151 -0.11 -0.21 -0.03 0.211
H 3.4976 -0.4292 1.3895 -0.05 0.31 0.23 0.219
H 3.7473 0.8428 0.2040 0.04 -0.06 -0.24 0.173
H 2.1956 -1.8197 -0.0248 0.18 -0.14 0.05 0.217
H 3.7482 -1.4463 -0.8321 -0.03 -0.08 0.03 0.216
H 2.2155 -0.7162 -1.3448 0.23 0.12 -0.13 0.201
C -4.2795 1.0896 -0.0537 -0.15 -0.45 -0.29 -0.259
O -4.0497 -0.0260 0.8036 0.10 0.03 0.22 -0.784
H -5.3551 1.2666 -0.0655 0.10 0.31 0.24 0.175
H -3.7032 1.9561 0.2806 -0.24 0.13 -0.06 0.161
H -4.0112 0.8414 -1.0835 0.15 0.14 0.04 0.197
H -3.1420 -0.3229 0.6415 -0.08 -0.17 0.11 0.504
C 0.0135 -4.0262 -0.4940 0.20 -0.42 1.14 -0.246
O -0.3176 -2.7964 -1.0843 -0.23 0.04 -0.34 -0.775
H -0.8348 -4.4924 0.0208 -0.13 0.13 -0.03 0.156
H 0.3974 -4.7990 -1.1607 -0.10 0.53 -0.66 0.178
H 0.7926 -3.8950 0.2672 0.00 0.01 0.05 0.160
H -0.7351 -2.2461 -0.3840 0.42 -0.52 -0.63 0.521
C -0.6557 -0.4046 -3.4483 0.94 -0.04 -0.25 -0.430
C -0.5219 0.9469 -4.1546 -0.37 0.60 -0.36 -0.439
C -1.8390 1.6724 -3.8328 -0.57 -0.33 -0.12 -0.068
O -2.6478 0.7411 -3.1160 -0.13 -0.17 0.47 -0.543
C -1.8059 -0.2206 -2.4882 -0.03 -0.35 0.01 -0.082
H 0.2852 -0.6720 -2.9674 -0.14 -0.14 0.19 0.224
H -0.8564 -1.1876 -4.1790 -0.18 -0.01 0.08 0.211
H -0.4541 0.8374 -5.2369 0.21 -0.11 0.04 0.212
H 0.3306 1.5466 -3.8350 0.07 -0.17 0.13 0.205
H -2.4307 1.8942 -4.7233 0.22 0.23 -0.06 0.182
H -1.7253 2.5988 -3.2602 0.19 -0.07 0.08 0.162
H -2.3468 -1.1548 -2.3347 -0.25 0.11 -0.15 0.202
H -1.4749 0.0780 -1.4873 0.07 0.42 -0.06 0.164
```
Forces are in eV/Å.

A structure of composition C12H39Ca2O23P3S2 at a distorted geometry. Source: the OMol25 dataset; level of theory: ωB97M-V/def2-TZVPD.

DFT total energy = -5386.628905 Ha
energy relative to the best compared isomer or geometry (same formula, charge and spin) = 498.3 kcal per mole
Kohn-Sham gap = 3.1 eV
HOMO = -0.25035 Eh
E_LUMO = -3.72 eV
total charge = 0

The geometry in XYZ format:
```
81
Properties=species:S:1:pos:R:3:forces:R:3:mulliken_charge:R:1
Ca -0.4535 -4.7035 4.8943 0.37 2.45 -0.02 1.721
Ca -1.7647 1.3652 3.8470 0.88 -2.45 -0.79 1.709
S 0.5743 -0.9772 7.2154 -0.36 -0.30 1.83 1.144
O -0.6559 -1.2483 6.5202 -6.67 -2.18 -2.60 -0.761
O 0.3079 -0.7271 8.6451 1.03 -0.34 -0.89 -0.674
O 1.3630 -2.1793 6.9110 1.81 -1.61 0.39 -0.719
O 0.9757 0.1741 6.4590 2.76 3.53 -0.88 -0.708
S -1.6609 -1.6992 0.6878 0.67 0.42 1.70 1.193
O -1.1212 -2.9087 1.3721 0.98 -1.50 -0.50 -0.727
O -0.7240 -0.5675 0.9139 1.35 1.11 -0.47 -0.747
O -2.0035 -1.8897 -0.7252 0.23 -0.09 0.83 -0.636
O -2.7718 -1.3364 1.5804 -3.17 1.03 1.01 -0.799
C -6.5456 -2.3064 -4.2627 0.30 -1.11 1.11 -0.404
O -5.9242 -3.3338 -3.4065 -0.35 1.37 -1.16 -0.498
H -7.4280 -2.8049 -4.6641 0.02 0.40 -0.10 0.207
H -6.7935 -1.4446 -3.6430 -0.39 0.00 -0.02 0.154
H -5.8961 -1.9344 -5.0550 0.14 -0.37 -0.14 0.239
H -5.1642 -2.8742 -3.0421 0.31 -0.30 0.35 0.301
C -5.7196 -4.2183 5.5460 -1.12 1.92 2.31 -0.647
O -4.7125 -4.3462 4.6209 1.04 -0.81 -0.80 -0.480
H -5.7630 -3.1994 5.9310 -0.01 0.67 -0.31 0.265
H -6.7608 -4.3921 5.2746 0.19 -0.73 -0.62 0.282
H -5.5073 -4.6608 6.5193 0.26 -1.09 -0.45 0.257
H -4.7267 -3.6014 4.0153 -0.06 0.03 -0.18 0.327
C 2.3012 -2.1503 -2.8602 0.79 1.13 0.54 -0.582
O 1.2474 -1.6710 -3.7224 0.84 -1.22 0.53 -0.516
H 2.8712 -1.2732 -2.5537 0.02 0.23 0.30 0.232
H 2.0364 -2.6635 -1.9358 -0.85 0.09 -0.12 0.254
H 3.0954 -2.7804 -3.2605 -0.62 -0.25 -1.17 0.275
H 0.4680 -1.6349 -3.1631 -0.26 0.03 0.02 0.337
C -5.4731 6.4888 -0.8636 0.53 1.18 -0.20 -0.689
O -6.4099 5.4733 -0.5553 0.90 -2.40 -0.07 -0.340
P -5.8754 3.9067 -0.4290 0.26 0.04 -0.03 1.036
O -4.7326 3.6598 0.5406 -2.48 0.60 -2.07 -0.653
O -7.2976 3.2131 -0.0222 1.51 0.43 -0.14 -0.327
C -8.2393 3.0005 -1.0621 -0.71 -0.40 -1.60 -0.613
O -5.6070 3.4359 -2.0204 0.73 0.23 2.37 -0.286
C -4.2106 3.2444 -2.4433 0.50 0.70 0.35 -0.713
H -5.7304 7.0319 -1.7730 -0.65 -0.10 0.04 0.278
H -4.4404 6.2113 -1.0748 0.01 -0.77 0.44 0.303
H -5.4653 7.1922 -0.0310 0.05 0.00 -0.05 0.281
H -9.2069 2.5498 -0.8417 0.22 0.09 1.57 0.283
H -7.8633 2.2554 -1.7632 0.43 0.44 -0.29 0.237
H -8.5235 3.9308 -1.5539 0.46 0.08 -0.17 0.301
H -3.4896 3.1155 -1.6361 -0.57 -0.22 0.52 0.323
H -3.8702 4.1697 -2.9081 -0.29 -0.08 -0.44 0.290
H -4.0514 2.3898 -3.1009 -0.78 0.11 -0.05 0.290
C 6.1844 7.3086 -3.0999 0.70 -0.32 -0.17 -0.655
O 4.7834 7.5654 -2.9260 -0.90 -1.62 0.07 -0.341
P 3.7957 6.2484 -2.8619 0.50 -0.76 -0.50 1.042
O 2.3742 6.5621 -2.6354 1.12 0.12 -0.02 -0.677
O 4.0266 5.4128 -4.2761 0.62 1.04 1.37 -0.286
C 3.8007 6.1147 -5.5129 -1.13 -0.34 0.04 -0.696
O 4.5098 5.2571 -1.7816 -0.52 1.40 -1.09 -0.295
C 3.9859 3.9335 -1.5030 0.27 0.55 -0.21 -0.607
H 6.3434 6.2567 -3.3371 0.16 0.00 0.26 0.324
H 6.7632 7.6119 -2.2275 -0.39 -0.28 0.32 0.269
H 6.6496 7.8664 -3.9127 -0.73 0.30 -0.30 0.269
H 4.6875 6.2066 -6.1401 0.25 0.20 0.53 0.246
H 3.2892 7.0549 -5.3070 0.37 0.24 -0.21 0.337
H 3.0888 5.5248 -6.0902 -0.01 -0.14 0.05 0.271
H 2.9330 3.8920 -1.7818 0.11 -0.26 -0.02 0.332
H 4.1059 3.7649 -0.4328 -0.06 0.06 -0.11 0.232
H 4.6208 3.2431 -2.0583 -0.38 -0.19 0.00 0.234
C 4.3527 -7.4844 0.2365 0.00 1.18 -0.97 -0.619
O 4.7063 -6.1749 0.7576 0.60 0.41 2.43 -0.296
P 5.0270 -5.8947 2.3258 -0.78 -0.80 -0.15 0.955
O 3.7974 -5.7711 3.1677 1.30 0.55 -0.69 -0.630
O 5.8686 -7.1996 2.7088 -0.85 0.61 -1.91 -0.342
C 6.3864 -7.4900 3.9532 1.44 0.32 1.56 -0.691
O 6.1226 -4.7085 2.3612 0.29 -2.23 -0.07 -0.269
C 5.7624 -3.3523 2.5642 -2.01 0.02 -0.95 -0.600
H 3.9593 -8.2626 0.8905 0.44 0.41 0.56 0.299
H 5.2620 -7.7595 -0.2978 -0.38 -0.65 -0.03 0.253
H 3.5502 -7.2048 -0.4461 0.13 -0.50 -0.29 0.279
H 7.4663 -7.5899 3.8437 0.08 -0.22 -0.03 0.274
H 6.0122 -8.4131 4.3960 -0.35 0.06 -0.30 0.263
H 6.2731 -6.6694 4.6616 -0.38 0.00 0.09 0.304
H 5.1642 -3.1574 1.6741 -0.47 0.75 0.27 0.267
H 6.5546 -2.6057 2.5100 0.49 -0.80 0.57 0.245
H 5.1360 -3.3677 3.4561 0.20 0.88 0.03 0.305
```
Forces are in eV/Å.

Question: The lowest HOMO belongs to which entry?
Answer: C12H38N4O12

Question: Number 3 is which compound?
Answer: C12H39Ca2O23P3S2